[1]
C3H6O2 in the gas phase at a distorted geometry, computed with ωB97M-V with the def2-TZVPD basis set.

The gap between HOMO and LUMO is 0.3458 Eh. The total charge is 0. Its largest force on an atom is 1.36 eV Å⁻¹.

Element x y z (Å)
O1 -0.249 -0.965 -1.401
C1 0.607 -0.920 -0.272
C2 0.510 0.495 0.273
C3 -0.900 0.625 0.733
O2 -1.268 1.883 0.877
H1 -0.339 -1.885 -1.677
H2 1.639 -1.170 -0.546
H3 0.265 -1.613 0.511
H4 0.738 1.233 -0.508
H5 1.197 0.661 1.115
H6 -2.207 1.672 0.929


[2]
A molecular structure, C33H83CuN6O13 at a distorted geometry, computed with ωB97M-V with the def2-TZVPD basis set.

The gap between HOMO and LUMO (alpha / beta) is 0.2168 / 0.1094 Eh. The total charge is +1. Its largest force on an atom is 3.36 eV Å⁻¹. Its expectation value of S² is 0.76. The spin multiplicity is 2.

Element x y z (Å)
Cu1 -7.090 1.505 5.122
O1 -3.139 1.734 5.802
C1 -4.447 1.681 5.561
O2 -5.250 2.566 5.902
O3 -4.931 0.779 4.872
H1 -3.081 2.654 6.071
C2 -4.504 -1.522 12.057
O4 -4.002 -0.392 11.376
C3 -3.872 -0.575 9.990
C4 -3.615 0.659 9.300
N1 -2.243 1.025 9.676
C5 -1.850 2.399 9.340
C6 -0.478 2.693 9.905
O5 -0.739 2.870 11.321
C7 0.317 3.359 12.133
H2 -4.603 -1.314 13.122
H3 -3.826 -2.373 12.013
H4 -5.451 -1.842 11.621
H5 -4.862 -0.887 9.658
H6 -3.162 -1.373 9.769
H7 -4.241 1.452 9.711
H8 -3.803 0.608 8.227
H9 -2.195 1.121 10.680
H10 -2.537 3.145 9.740
H11 -1.827 2.449 8.251
H12 -0.043 3.585 9.454
H13 0.204 1.878 9.664
H14 0.648 4.302 11.699
H15 1.192 2.710 12.154
H16 -0.013 3.457 13.168
C8 3.436 -3.648 8.187
O6 2.419 -2.682 8.238
C9 2.767 -1.356 8.203
C10 1.509 -0.455 8.124
N2 0.650 -0.944 7.056
C11 -0.752 -0.492 7.181
C12 -1.634 -1.091 6.049
O7 -1.656 -2.450 6.039
C13 -2.122 -3.025 4.829
H17 4.155 -3.560 7.373
H18 2.755 -4.494 8.097
H19 3.877 -3.702 9.182
H20 3.534 -1.112 7.468
H21 3.338 -1.062 9.085
H22 1.703 0.591 7.886
H23 0.947 -0.401 9.056
H24 0.744 -1.949 7.073
H25 -0.808 0.597 7.205
H26 -1.249 -0.716 8.124
H27 -1.348 -0.609 5.114
H28 -2.654 -0.754 6.235
H29 -1.437 -2.854 3.998
H30 -3.030 -2.527 4.488
H31 -2.333 -4.079 5.007
C14 -6.374 4.029 3.259
O8 -6.758 2.665 3.302
C15 -7.267 2.101 2.109
C16 -7.572 0.682 2.290
N3 -8.380 0.571 3.510
C17 -8.731 -0.825 3.744
C18 -7.585 -1.790 4.022
O9 -7.147 -2.261 2.793
C19 -6.011 -3.046 2.835
H32 -7.068 4.579 2.623
H33 -5.361 4.031 2.858
H34 -6.295 4.482 4.247
H35 -6.614 2.132 1.237
H36 -8.126 2.707 1.820
H37 -6.651 0.150 2.528
H38 -7.970 0.226 1.383
H39 -9.240 1.024 3.236
H40 -9.325 -1.264 2.942
H41 -9.404 -0.848 4.601
H42 -7.912 -2.616 4.652
H43 -6.746 -1.349 4.559
H44 -5.732 -3.266 1.805
H45 -6.186 -4.051 3.219
H46 -5.158 -2.524 3.269
C20 -2.034 -4.725 9.775
O10 -3.210 -5.570 9.441
C21 -3.015 -6.186 8.164
C22 -4.268 -7.056 7.756
N4 -5.349 -6.364 7.082
C23 -5.913 -5.220 7.804
C24 -6.832 -4.370 6.893
O11 -6.559 -2.929 6.875
C25 -5.203 -2.524 6.890
H47 -2.248 -4.391 10.790
H48 -2.082 -3.769 9.253
H49 -1.002 -5.073 9.727
H50 -2.247 -6.954 8.248
H51 -2.729 -5.490 7.375
H52 -4.769 -7.495 8.618
H53 -3.942 -7.978 7.275
H54 -6.048 -7.063 6.876
H55 -5.147 -4.596 8.266
H56 -6.481 -5.606 8.650
H57 -7.894 -4.499 7.103
H58 -6.717 -4.742 5.875
H59 -4.863 -2.428 7.921
H60 -5.089 -1.510 6.506
H61 -4.528 -3.095 6.252
C26 -3.844 -0.376 0.896
C27 -2.926 0.616 1.548
C28 -3.452 2.085 1.668
O12 -3.467 2.758 0.408
C29 -3.556 4.199 0.468
N5 -2.714 0.165 2.956
H62 -3.555 -1.422 0.995
H63 -3.854 -0.267 -0.189
H64 -4.848 -0.343 1.317
H65 -1.940 0.697 1.089
H66 -2.881 2.706 2.358
H67 -4.437 1.975 2.119
H68 -3.573 4.680 -0.510
H69 -2.579 4.468 0.870
H70 -4.472 4.536 0.955
H71 -3.520 0.335 3.540
H72 -2.087 0.865 3.326
C30 0.295 3.953 2.995
C31 -0.254 3.600 4.368
C32 -1.401 4.536 4.812
O13 -1.788 4.424 6.157
C33 -3.008 5.151 6.391
N6 -0.648 2.206 4.432
H73 0.783 4.927 3.011
H74 -0.516 3.887 2.269
H75 1.047 3.282 2.580
H76 0.572 3.809 5.049
H77 -2.278 4.262 4.226
H78 -1.200 5.600 4.679
H79 -3.343 5.144 7.428
H80 -3.867 4.964 5.747
H81 -2.868 6.217 6.210
H82 -1.237 2.041 5.235
H83 0.186 1.642 4.497


[3]
2 unconnected molecules or ions with the total composition C3H9NO3, computed with ωB97M-V with the def2-TZVPD basis set.

The gap between HOMO and LUMO is 0.3634 Eh. The total charge is 0. Its largest force on an atom is 0.56 eV Å⁻¹.

Element x y z (Å)
O1 -0.330 -1.704 -2.576
C1 -0.302 -0.859 -1.725
C2 0.917 -0.511 -0.915
N1 0.986 0.905 -0.616
C3 0.186 1.334 0.491
O2 0.608 0.827 1.764
H1 -1.207 -0.295 -1.441
H2 1.809 -0.840 -1.431
H3 0.854 -1.137 -0.017
H4 1.942 1.223 -0.496
H5 0.224 2.422 0.505
H6 -0.815 0.929 0.351
H7 1.576 0.919 1.806
O3 -1.858 -1.196 1.239
H8 -2.769 -1.194 0.938
H9 -1.820 -0.822 2.123


[4]
C4H8O2 in the gas phase at a distorted geometry, computed with ωB97M-V with the def2-TZVPD basis set.

The gap between HOMO and LUMO is 0.3867 Eh. The total charge is 0. Its largest force on an atom is 1.26 eV Å⁻¹.

Element x y z (Å)
O1 -0.819 -1.042 -1.361
C1 0.327 -0.220 -1.230
C2 0.474 0.331 0.217
O2 1.632 1.041 0.495
C3 -0.849 0.807 0.610
C4 -0.213 -0.675 1.051
H1 -1.485 -0.675 -0.757
H2 1.187 -0.854 -1.476
H3 0.259 0.597 -1.960
H4 2.376 0.462 0.286
H5 -1.434 1.294 -0.192
H6 -1.012 1.316 1.551
H7 -0.152 -1.692 0.642
H8 -0.290 -0.689 2.124


[5]
A molecular structure, C3H4O5Tl at a distorted geometry, computed with ωB97M-V with the def2-TZVPD basis set.

The gap between HOMO and LUMO is 0.2571 Eh. The total charge is -1. Its largest force on an atom is 4.98 eV Å⁻¹.

Element x y z (Å)
C1 -1.008 -1.085 1.335
C2 -0.071 -0.262 1.842
O1 1.236 -0.047 1.440
C3 1.658 0.231 0.182
O2 1.924 1.427 -0.061
O3 1.362 -0.585 -0.728
O4 -1.354 -1.290 0.070
H1 -1.641 -1.590 2.076
H2 -0.357 0.437 2.629
H3 -0.924 -0.523 -0.720
O5 -0.780 1.030 -2.480
H4 -1.313 0.540 -3.107
Tl1 1.267 1.717 -2.478


[6]
A molecular structure, C31H90BrCoN13O11 at a distorted geometry, computed with ωB97M-V with the def2-TZVPD basis set.

The gap between HOMO and LUMO (alpha / beta) is 0.2614 / 0.2610 Eh. The total charge is 0. Its largest force on an atom is 6.52 eV Å⁻¹. Its expectation value of S² is 3.76. The spin multiplicity is 4.

Element x y z (Å)
Co1 -0.368 0.991 0.277
Br1 -2.426 2.315 1.326
O1 -1.237 -0.929 0.531
H1 -1.956 -1.354 1.039
C1 0.872 7.703 -1.532
C2 -0.355 6.826 -1.730
C3 -1.733 7.571 -1.493
O2 -2.819 6.634 -1.403
C4 -2.779 5.949 -0.170
N1 -0.273 6.258 -3.048
H2 1.766 7.201 -1.901
H3 1.046 7.900 -0.475
H4 0.831 8.644 -2.080
H5 -0.303 6.002 -1.018
H6 -2.021 8.239 -2.305
H7 -1.735 8.170 -0.582
H8 -3.737 5.435 -0.085
H9 -2.672 6.554 0.730
H10 -2.028 5.162 -0.238
H11 -0.258 7.006 -3.727
H12 -1.170 5.801 -3.120
C5 0.272 0.521 4.314
C6 0.754 1.294 3.106
C7 2.027 2.112 3.514
O3 2.780 2.466 2.336
C8 3.993 3.110 2.589
N2 0.868 0.363 1.962
H13 1.098 0.040 4.837
H14 -0.386 -0.298 4.023
H15 -0.230 1.121 5.073
H16 0.095 2.116 2.828
H17 2.684 1.360 3.950
H18 1.696 2.823 4.271
H19 3.923 4.008 3.203
H20 4.313 3.422 1.594
H21 4.732 2.416 2.989
H22 0.390 -0.443 2.339
H23 1.848 0.119 1.957
C9 -1.762 3.119 -2.836
C10 -2.119 1.647 -2.540
C11 -2.576 0.837 -3.832
O4 -2.805 -0.462 -3.471
C12 -2.858 -1.397 -4.598
N3 -0.978 1.001 -1.865
H24 -1.101 3.228 -3.696
H25 -1.189 3.450 -1.970
H26 -2.650 3.747 -2.903
H27 -2.977 1.809 -1.887
H28 -1.765 0.963 -4.550
H29 -3.482 1.276 -4.251
H30 -1.894 -1.366 -5.106
H31 -3.660 -1.179 -5.303
H32 -3.116 -2.380 -4.205
H33 -0.957 0.017 -2.091
H34 -0.231 1.244 -2.500
C13 1.679 -7.166 -0.471
C14 1.687 -5.820 -1.258
C15 0.305 -5.278 -1.723
O5 0.697 -4.007 -2.393
C16 -0.486 -3.308 -2.683
N4 2.236 -4.805 -0.352
H35 0.969 -7.132 0.355
H36 2.665 -7.300 -0.025
H37 1.368 -7.950 -1.163
H38 2.365 -5.952 -2.101
H39 -0.436 -5.085 -0.947
H40 -0.156 -6.058 -2.328
H41 -1.382 -3.927 -2.720
H42 -0.450 -2.676 -3.570
H43 -0.711 -2.739 -1.780
H44 2.059 -3.865 -0.676
H45 3.238 -4.874 -0.239
C17 -5.616 -0.844 -1.733
C18 -4.575 -0.863 -0.650
C19 -5.145 -1.618 0.574
O6 -5.892 -2.730 0.298
C20 -6.381 -3.505 1.342
N5 -3.298 -1.547 -1.011
H46 -5.171 -0.297 -2.564
H47 -6.543 -0.286 -1.605
H48 -5.829 -1.847 -2.105
H49 -4.302 0.124 -0.277
H50 -5.829 -0.979 1.132
H51 -4.390 -1.808 1.336
H52 -5.544 -3.919 1.903
H53 -7.032 -4.301 0.979
H54 -6.915 -2.966 2.124
H55 -3.014 -1.187 -1.911
H56 -2.553 -1.159 -0.450
C21 2.454 3.980 -1.163
C22 1.631 2.678 -0.965
C23 2.342 1.258 -0.862
O7 1.344 0.240 -0.733
C24 1.981 -1.054 -0.783
N6 0.863 2.814 0.228
H57 3.228 3.691 -1.874
H58 2.946 4.415 -0.292
H59 1.726 4.754 -1.405
H60 1.001 2.573 -1.848
H61 3.036 1.310 -0.023
H62 2.890 1.101 -1.792
H63 2.664 -1.274 -1.603
H64 1.233 -1.840 -0.877
H65 2.451 -1.272 0.177
H66 0.497 3.753 0.159
H67 1.574 2.898 0.940
C25 5.362 -1.364 4.807
C26 5.741 -1.259 3.294
C27 4.571 -0.714 2.413
O8 3.241 -1.163 2.695
C28 2.946 -2.514 2.555
N7 6.961 -0.507 3.130
H68 4.828 -0.501 5.205
H69 6.178 -1.627 5.480
H70 4.590 -2.128 4.892
H71 5.973 -2.285 3.007
H72 4.743 -0.857 1.346
H73 4.417 0.350 2.597
H74 3.223 -2.882 1.567
H75 1.876 -2.719 2.541
H76 3.402 -3.256 3.211
H77 7.602 -0.864 3.825
H78 7.456 -0.717 2.275
C29 -3.903 -0.860 4.378
O9 -4.294 -0.095 5.180
N8 -3.920 -2.103 4.572
N9 -3.318 -0.485 3.256
H79 -4.397 -2.338 5.431
H80 -3.425 -2.639 3.873
H81 -3.328 0.481 2.961
H82 -3.049 -1.229 2.629
C30 1.730 -0.068 -4.372
O10 0.634 0.397 -4.011
N10 1.953 -1.312 -4.588
N11 2.809 0.591 -4.678
H83 2.861 -1.732 -4.734
H84 1.139 -1.837 -4.302
H85 3.604 0.253 -5.201
H86 2.622 1.583 -4.644
C31 -0.945 -4.474 1.922
O11 -2.030 -4.473 2.472
N12 -0.477 -3.604 1.112
N13 -0.053 -5.408 1.950
H87 0.398 -3.764 0.634
H88 -0.937 -2.714 0.982
H89 -0.254 -6.338 2.288
H90 0.604 -5.355 1.184


[7]
C3H5Cl2N3S in the gas phase, computed with ωB97M-V with the def2-TZVPD basis set.

The gap between HOMO and LUMO (alpha / beta) is 0.2416 / 0.2963 Eh. The total charge is 0. Its largest force on an atom is 1.00 eV Å⁻¹.

Element x y z (Å)
C1 -0.363 -0.021 0.797
C2 0.537 0.776 0.139
C3 0.438 2.265 0.256
N1 -0.753 -1.609 -0.796
N2 -0.377 -1.378 0.547
N3 0.107 -2.040 -1.674
S1 1.760 0.146 -0.856
Cl1 -1.300 -2.357 1.672
Cl2 1.102 -3.273 -1.137
H1 -1.125 0.401 1.442
H2 -0.103 2.553 1.156
H3 1.436 2.696 0.275
H4 -0.087 2.670 -0.611
H5 -1.272 -0.829 -1.211


[8]
2 unconnected molecules or ions with the total composition CH5OS at a distorted geometry, computed with ωB97M-V with the def2-TZVPD basis set.

The gap between HOMO and LUMO is 0.2492 Eh. The total charge is -1. Its largest force on an atom is 3.66 eV Å⁻¹.

Element x y z (Å)
C1 0.007 -1.434 -0.034
S1 0.219 -0.379 -1.864
H1 0.030 -0.654 0.716
H2 -1.061 -1.758 -0.240
H3 0.799 -2.204 0.082
H4 -0.674 2.479 0.777
H5 0.325 1.573 -0.010
O1 0.355 2.377 0.574


[9]
C3H7N3O in the gas phase at a distorted geometry, computed with ωB97M-V with the def2-TZVPD basis set.

The gap between HOMO and LUMO is 0.3204 Eh. The total charge is 0. Its largest force on an atom is 1.33 eV Å⁻¹.

Element x y z (Å)
C1 -0.085 -0.079 -1.459
C2 -0.388 0.753 -0.340
N1 -1.106 1.963 -0.230
C3 -0.081 -0.102 0.699
O1 0.114 0.165 2.018
N2 0.083 -1.344 0.172
N3 1.296 -1.961 0.410
H1 0.940 -0.312 -1.722
H2 -0.771 -0.146 -2.306
H3 -2.097 1.836 -0.046
H4 -0.993 2.560 -1.038
H5 0.050 1.124 2.129
H6 1.165 -2.946 0.598
H7 1.873 -1.512 1.116


[10]
C16H23NO4 in the gas phase, computed with ωB97M-V with the def2-TZVPD basis set.

The gap between HOMO and LUMO is 0.3172 Eh. The total charge is 0. Its largest force on an atom is 0.67 eV Å⁻¹.

Element x y z (Å)
C1 -5.511 -3.133 0.727
C2 -5.268 -1.926 -0.172
C3 -5.299 -0.623 0.624
C4 -5.145 0.626 -0.244
C5 -3.731 0.801 -0.791
O1 -2.859 0.983 0.305
C6 -1.528 1.131 0.072
C7 -0.933 1.158 -1.184
C8 0.437 1.319 -1.295
C9 1.239 1.453 -0.168
N1 2.618 1.618 -0.358
C10 3.609 1.695 0.569
O2 3.444 1.646 1.768
C11 4.989 1.822 -0.065
C12 5.450 0.479 -0.637
C13 5.640 -0.564 0.461
C14 5.734 -1.958 -0.101
O3 5.363 -2.303 -1.192
O4 6.278 -2.811 0.775
C15 0.643 1.426 1.091
C16 -0.720 1.267 1.203
H1 -6.482 -3.059 1.211
H2 -5.484 -4.054 0.150
H3 -4.748 -3.190 1.500
H4 -6.035 -1.893 -0.950
H5 -4.300 -2.041 -0.663
H6 -4.502 -0.631 1.369
H7 -6.252 -0.561 1.155
H8 -5.381 1.506 0.356
H9 -5.839 0.586 -1.085
H10 -3.431 -0.080 -1.373
H11 -3.697 1.681 -1.450
H12 -1.519 1.059 -2.084
H13 0.886 1.338 -2.279
H14 2.900 1.646 -1.328
H15 4.967 2.575 -0.854
H16 5.684 2.148 0.710
H17 4.717 0.097 -1.352
H18 6.390 0.616 -1.174
H19 4.783 -0.551 1.142
H20 6.528 -0.365 1.061
H21 6.303 -3.708 0.407
H22 1.254 1.528 1.972
H23 -1.191 1.245 2.173


[11]
2 unconnected molecules or ions with the total composition C2H8, computed with ωB97M-V with the def2-TZVPD basis set.

The gap between HOMO and LUMO is 0.5284 Eh. The total charge is 0. Its largest force on an atom is 0.41 eV Å⁻¹.

Element x y z (Å)
C1 0.654 -0.452 3.118
H1 0.263 -1.274 3.735
H2 0.898 -0.829 2.114
H3 1.562 -0.042 3.586
H4 -0.105 0.340 3.038
C2 -0.654 0.451 -3.118
H5 0.084 -0.349 -2.961
H6 -1.545 0.038 -3.613
H7 -0.214 1.237 -3.751
H8 -0.941 0.881 -2.147


[12]
8 unconnected molecules or ions with the total composition C4H21NO9 at a distorted geometry, computed with ωB97M-V with the def2-TZVPD basis set.

The gap between HOMO and LUMO (alpha / beta) is 0.3404 / 0.1582 Eh. The total charge is +1. Its largest force on an atom is 3.57 eV Å⁻¹. Its expectation value of S² is 0.76. The spin multiplicity is 2.

Element x y z (Å)
C1 -0.002 -1.085 -0.653
N1 0.515 -1.872 0.373
C2 1.500 -2.922 0.179
C3 -0.115 -1.922 1.668
C4 -1.393 -2.714 1.726
O1 -2.169 -2.399 2.570
O2 -0.883 -0.272 -0.555
H1 0.693 -1.066 -1.542
H2 2.485 -2.471 0.443
H3 1.370 -3.751 0.875
H4 1.575 -3.454 -0.775
H5 -0.380 -0.972 2.117
H6 0.606 -2.209 2.447
H7 -1.537 -3.563 1.039
H8 -0.881 1.014 -3.077
H9 0.669 1.279 -3.059
O3 -0.042 0.789 -3.509
H10 -0.861 4.091 0.184
H11 -2.227 3.944 0.527
O4 -1.415 4.237 0.974
H12 3.772 2.130 -0.721
H13 3.019 0.747 -0.357
O5 3.273 1.377 -1.034
H14 0.012 -1.085 -4.609
H15 -1.134 -1.571 -3.621
O6 -0.337 -1.808 -4.087
H16 -3.332 1.212 -1.291
H17 -2.477 0.793 -0.121
O7 -2.784 1.579 -0.591
H18 -0.456 2.665 3.066
H19 -1.062 1.647 2.185
O8 -0.591 1.708 3.026
H20 1.186 2.568 1.757
H21 1.452 1.298 2.391
O9 1.951 2.055 2.058


What electronic energy values result from the calculations? In sequence: -268.27437, -4253.70890, -400.15027, -307.58962, -665.38096, -6731.27092, -1599.94377, -514.52048, -357.89060, -979.24189, -80.98151, -896.51695 Ha.